No. 1
Here is the molecule C5H9NO from the OMol25 dataset. Energies are from ωB97M-V with the def2-TZVPD basis set.

Geometry as XYZ:
```
16
C5H9NO | the OMol25 dataset | ωB97M-V with the def2-TZVPD basis set
C -0.3740 -1.5920 0.7482
C 0.5704 -1.1673 -0.3487
N -0.2039 -0.4888 -1.7579
C 0.5678 0.2472 -0.7870
C -0.3238 1.2711 -0.1092
C 0.1569 1.7332 1.2339
O 1.0869 1.2426 1.8296
H -1.3606 -1.1299 0.6437
H -0.4971 -2.6772 0.7561
H 0.0324 -1.2971 1.7253
H 0.5315 -1.7826 -1.2815
H 0.4412 -0.6386 -2.5545
H 1.5120 0.6742 -1.1116
H -1.3531 0.9002 -0.0057
H -0.4139 2.1457 -0.7698
H -0.4151 2.5791 1.6716
```

Computed properties:
Kohn-Sham gap   9.808 eV
Structure (SMILES)   C[C@H]1N[C@H]1CC=O
HOMO energy   -8.8 eV
Multiplicity   1
Relative energy (zero: lowest compared OMol25 entry of this formula, charge and spin)   103.0 kcal per mole

Just the Mulliken charges please, in e? Sure, here they are:
1. C -1.1675
2. C 0.0820
3. N -0.6746
4. C 0.2652
5. C -1.0164
6. C 0.0257
7. O -0.4653
8. H 0.3089
9. H 0.3816
10. H 0.2653
11. H 0.2569
12. H 0.3104
13. H 0.3552
14. H 0.3304
15. H 0.3788
16. H 0.3635

No. 2
Here is a structure of composition C35H49AlN2O3Te from the OMol25 dataset. Energies are from ωB97M-V with the def2-TZVPD basis set.

Geometry as XYZ:
```
91
C35H49AlN2O3Te | the OMol25 dataset | ωB97M-V with the def2-TZVPD basis set
Al 0.4046 0.2953 2.5652
C 0.6702 -0.2042 4.5559
C 1.9458 0.2221 3.9766
C 2.0164 1.6372 4.1567
C 0.8363 2.0808 4.7530
C -0.0004 0.9552 4.9795
C -1.3603 0.9831 5.6206
C 0.4694 3.4945 5.1152
C 3.2332 2.4507 3.8317
C 3.1589 -0.6733 3.8411
C 0.3803 -1.6081 5.0088
H -2.0081 0.1990 5.2243
H -1.8606 1.9412 5.4649
H -1.2807 0.8238 6.6995
H -0.2714 3.9209 4.4324
H 1.3421 4.1490 5.1045
H 0.0398 3.5376 6.1179
H 3.9864 2.3201 4.6143
H 3.0133 3.5176 3.7576
H 3.6913 2.1368 2.8893
H 3.7343 -0.4678 2.9368
H 2.8814 -1.7294 3.8225
H 3.8328 -0.5280 4.6901
H -0.6886 -1.7988 5.0931
H 0.8337 -1.7702 5.9927
H 0.7911 -2.3580 4.3306
O -1.7532 -2.7237 2.8592
C -1.1605 -2.2094 1.9166
O -0.4364 -1.1648 1.9340
C -1.2950 -2.8400 0.5347
N -2.2444 -4.0089 0.7028
C -1.5503 -5.2671 0.2371
C -0.4603 -4.7487 -0.6913
C -0.0002 -3.4461 -0.0220
H -1.7266 -2.1116 -0.1423
H -3.1197 -3.8584 0.2145
H -2.4323 -3.9821 1.7141
H -2.2701 -5.9298 -0.2312
H -1.1355 -5.7570 1.1133
H -0.8702 -4.5453 -1.6842
H 0.3458 -5.4723 -0.7988
H 0.4841 -2.7633 -0.7151
H 0.6997 -3.6579 0.7910
C 0.9521 3.7671 1.5606
C 0.2295 2.6637 0.8196
O -0.2319 2.9985 -0.3301
N 0.0825 1.4328 1.2767
Te -0.8691 0.6776 -1.0085
C 1.0095 0.6899 -1.9823
C 1.1770 1.4181 -3.1724
C 0.1812 2.4315 -3.6992
C 2.3530 1.2299 -3.8955
C 3.3622 0.3773 -3.4731
C 4.6059 0.1611 -4.3008
C 3.2016 -0.2641 -2.2493
C 2.0482 -0.1210 -1.4874
C 2.0361 -0.7903 -0.1260
C -2.0865 0.5073 -2.7804
C -3.0864 1.4595 -3.0321
C -3.2244 2.7758 -2.2849
C -3.9855 1.2205 -4.0709
C -3.9199 0.0828 -4.8615
C -4.9318 -0.1702 -5.9547
C -2.9021 -0.8338 -4.6089
C -1.9810 -0.6491 -3.5819
C -0.8731 -1.6819 -3.4346
H 0.5849 4.7421 1.2465
H 2.0147 3.7047 1.3032
H 0.8525 3.6432 2.6316
H -0.3307 2.9426 -2.8872
H -0.5678 1.9677 -4.3453
H 0.7063 3.1827 -4.2903
H 2.4824 1.7865 -4.8215
H 4.6216 0.8127 -5.1747
H 4.6602 -0.8722 -4.6498
H 5.5071 0.3540 -3.7147
H 4.0063 -0.8912 -1.8667
H 2.5602 -1.7487 -0.1552
H 1.0301 -0.9527 0.2514
H 2.5556 -0.1555 0.6005
H -2.6011 2.8439 -1.3979
H -4.2604 2.9476 -1.9835
H -2.9357 3.6051 -2.9367
H -4.7577 1.9616 -4.2707
H -5.5015 0.7305 -6.1875
H -5.6416 -0.9433 -5.6490
H -4.4472 -0.5167 -6.8699
H -2.8177 -1.7212 -5.2369
H -1.2302 -2.6745 -3.7247
H -0.4795 -1.7388 -2.4199
H -0.0239 -1.4336 -4.0810
```

Computed properties:
Net charge   +1
Kohn-Sham gap (spin up / spin down)   6.961 / 6.905 eV
HOMO energy (spin up / spin down)   -9.5 / -10.2 eV
Multiplicity   2
Relative energy (zero: lowest compared OMol25 entry of this formula, charge and spin)   16.0 kcal per mole

Just the Mulliken charges please, in e? Sure, here they are:
1. Al -1.9436
2. C 1.4074
3. C 0.7051
4. C 0.9163
5. C 0.5251
6. C -0.1042
7. C -1.9684
8. C -2.0411
9. C -1.8298
10. C -1.4513
11. C -1.6429
12. H 0.4194
13. H 0.4571
14. H 0.3430
15. H 0.4143
16. H 0.3613
17. H 0.4780
18. H 0.3706
19. H 0.4205
20. H 0.3288
21. H 0.3222
22. H 0.3919
23. H 0.3763
24. H 0.4040
25. H 0.2853
26. H 0.3569
27. O -0.7897
28. C 0.5122
29. O 0.3069
30. C 0.1219
31. N 0.1591
32. C -0.7138
33. C -0.6929
34. C 0.0012
35. H -0.1813
36. H 0.4132
37. H 0.3907
38. H 0.4346
39. H 0.2833
40. H 0.1838
41. H 0.4722
42. H -0.4364
43. H 0.4516
44. C -0.7404
45. C 1.1800
46. O -0.5359
47. N 0.8381
48. Te 0.6243
49. C 1.1943
50. C 0.5456
51. C -1.5948
52. C -0.9936
53. C 0.5513
54. C -1.5450
55. C -1.0335
56. C 0.9423
57. C -0.7722
58. C -0.2780
59. C 0.8180
60. C -1.9801
61. C -0.7007
62. C 0.5808
63. C -1.5469
64. C -0.6106
65. C 0.9552
66. C -0.7976
67. H 0.4964
68. H 0.2018
69. H -0.1925
70. H 0.1109
71. H 0.3076
72. H 0.5505
73. H 0.4007
74. H 0.3674
75. H 0.3200
76. H 0.3694
77. H 0.4641
78. H 0.6513
79. H -1.1308
80. H 0.6924
81. H 0.1380
82. H 0.5219
83. H 0.3658
84. H 0.3776
85. H 0.3676
86. H 0.3088
87. H 0.3725
88. H 0.4370
89. H 0.5267
90. H -0.6713
91. H 0.3268

No. 3
Here is a structure of composition C22H26BCl3F2N7O4OsS3Si2 from the OMol25 dataset. Energies are from ωB97M-V with the def2-TZVPD basis set.

Geometry as XYZ:
```
71
C22H26BCl3F2N7O4OsS3Si2 | the OMol25 dataset | ωB97M-V with the def2-TZVPD basis set
Os 0.1248 0.3252 0.5175
N -8.0900 -0.2514 -0.1447
C -6.8554 -0.1796 0.5075
C -6.4591 -1.1936 1.3782
C -5.2453 -1.1135 2.0374
C -4.4277 -0.0108 1.8443
C -4.8248 1.0188 0.9977
C -6.0319 0.9317 0.3326
S -2.8613 0.1059 2.6304
O -2.8461 -0.8264 3.7257
O -2.6198 1.4925 2.8898
N -1.7584 -0.3553 1.5100
C -1.7044 -1.6759 1.1899
N -0.6014 -1.9120 0.4748
C -0.3434 -3.1460 0.0687
C -1.2048 -4.1823 0.3726
C -2.3415 -3.8323 1.0963
N -2.6119 -2.6055 1.5091
H -8.4349 -1.1870 -0.2914
H -8.1557 0.3104 -0.9788
H -7.1051 -2.0500 1.5319
H -4.9188 -1.8980 2.7038
H -4.1858 1.8798 0.8619
H -6.3354 1.7285 -0.3353
H 0.5614 -3.3031 -0.5077
H -1.0142 -5.1930 0.0468
H -3.0772 -4.5876 1.3562
C 0.2275 3.0206 3.1362
Si 1.0020 1.4741 2.4441
C 0.8358 0.1800 3.8108
C 2.8055 1.9465 2.1697
H 0.7266 3.2370 4.0881
H -0.8379 2.9080 3.3134
H 0.3686 3.8677 2.4641
H 1.2808 0.6196 4.7104
H 1.3029 -0.7819 3.6290
H -0.2155 -0.0195 4.0221
H 3.1586 2.5757 2.9920
H 2.8900 2.5134 1.2412
H 3.4789 1.0943 2.0863
N 5.8214 2.8407 -4.6003
C 4.9670 1.7829 -4.3065
C 5.4716 0.5904 -3.7862
C 4.6240 -0.4638 -3.5050
C 3.2641 -0.3387 -3.7593
C 2.7507 0.8391 -4.2935
C 3.6009 1.8885 -4.5720
S 2.1570 -1.5857 -3.2513
O 2.8961 -2.8121 -3.0865
O 1.0057 -1.5301 -4.0899
N 1.6873 -1.1234 -1.7354
C 2.3935 -1.5214 -0.6355
S 3.5818 -2.7772 -0.5344
C 3.7115 -2.4811 1.1548
C 2.8742 -1.4983 1.5306
N 2.1123 -0.9549 0.5172
H 6.6867 2.8514 -4.0850
H 5.3807 3.7465 -4.6341
H 6.5330 0.4993 -3.5881
H 5.0105 -1.3858 -3.0931
H 1.6875 0.9321 -4.4614
H 3.2000 2.8127 -4.9688
H 4.3973 -3.0364 1.7697
H 2.7717 -1.1126 2.5260
Cl -2.5665 1.5050 -1.6073
Si -1.0288 2.1700 -0.3222
Cl 0.0892 3.5009 -1.5105
Cl -2.0639 3.5859 0.8175
F 0.2357 0.6345 -2.5647
B 1.0218 0.3149 -1.4987
F 2.0704 1.2019 -1.2592
```

Computed properties:
Net charge   -1
Kohn-Sham gap (spin up / spin down)   6.908 / 6.953 eV
HOMO energy (spin up / spin down)   -4.9 / -4.8 eV
Multiplicity   1
Relative energy (zero: lowest compared OMol25 entry of this formula, charge and spin)   32.8 kcal per mole

Just the Mulliken charges please, in e? Sure, here they are:
1. Os 1.7699
2. N -0.6055
3. C 1.1929
4. C -0.7961
5. C -0.1290
6. C -0.6290
7. C -0.2940
8. C -1.0302
9. S 1.1434
10. O -0.7333
11. O -0.6836
12. N -0.3459
13. C -0.0027
14. N -0.0169
15. C 0.0741
16. C -1.1573
17. C -0.2174
18. N -0.3269
19. H 0.2189
20. H 0.2285
21. H 0.2833
22. H 0.4715
23. H 0.4826
24. H 0.2946
25. H 0.3041
26. H 0.4177
27. H 0.4043
28. C -1.1797
29. Si 0.9061
30. C -1.3119
31. C -1.2694
32. H 0.3797
33. H 0.2694
34. H 0.2456
35. H 0.4870
36. H 0.3010
37. H 0.2448
38. H 0.4096
39. H 0.2451
40. H 0.3719
41. N -0.5931
42. C 1.0620
43. C -0.7316
44. C -0.4343
45. C 0.0054
46. C -0.4728
47. C -0.6796
48. S 1.1249
49. O -0.7555
50. O -0.6671
51. N -0.0016
52. C 0.0519
53. S -0.1525
54. C -0.7533
55. C -0.9703
56. N 0.0747
57. H 0.2174
58. H 0.2239
59. H 0.2881
60. H 0.4607
61. H 0.4363
62. H 0.2963
63. H 0.4778
64. H 0.3295
65. Cl -0.3496
66. Si 0.5347
67. Cl -0.3917
68. Cl -0.3595
69. F -0.1061
70. B 0.5877
71. F -0.1704

No. 4
Here is a cluster of 10 separate species, C35H55N5O15 in total from the OMol25 dataset. Energies are from ωB97M-V with the def2-TZVPD basis set.

Geometry as XYZ:
```
110
C35H55N5O15 | the OMol25 dataset | ωB97M-V with the def2-TZVPD basis set
C -11.4773 17.4180 6.1017
C -10.8363 16.8042 7.3148
O -9.5383 16.3911 6.9438
C -9.3646 16.6180 5.6624
O -8.3319 16.4562 5.0102
O -10.3707 17.3518 5.1553
H -11.8819 18.4239 6.2140
H -12.3458 16.9169 5.6743
H -11.2934 15.8805 7.6697
H -10.7198 17.5344 8.1156
C -20.8575 18.0898 11.1969
C -21.2505 16.7504 10.6722
O -21.5962 17.0093 9.3013
C -21.6038 18.3598 9.1073
O -21.8528 18.9098 8.0582
O -21.2215 19.0400 10.1957
H -19.8180 18.1810 11.5120
H -21.4560 18.2024 12.1009
H -22.0419 16.1980 11.1788
H -20.2754 16.2729 10.5759
C -9.1689 15.8673 12.9875
C -8.7295 14.6676 13.7976
O -9.1765 13.6057 13.0122
C -10.3482 14.0539 12.3795
O -11.2902 13.3617 11.9080
O -10.3731 15.3472 12.4399
H -8.5311 16.0932 12.1330
H -9.4005 16.7207 13.6248
H -9.1885 14.7663 14.7813
H -7.6608 14.7010 14.0092
C -9.7023 12.2621 0.9494
C -10.5946 11.3910 1.8497
O -11.8978 11.4957 1.2329
C -11.8904 12.6475 0.5296
O -12.8765 13.1425 0.0192
O -10.6735 13.1237 0.3421
H -9.0838 11.6692 0.2756
H -9.0899 12.8541 1.6296
H -10.6606 11.7530 2.8757
H -10.3959 10.3333 2.0225
C -14.0383 17.5238 15.2695
C -14.4112 17.8630 13.8986
O -15.6039 17.0956 13.7084
C -15.6473 16.0596 14.5451
O -16.5888 15.2936 14.6884
O -14.5514 16.1456 15.3345
H -14.6101 18.0901 16.0046
H -12.9568 17.5910 15.3874
H -13.5671 17.5170 13.3020
H -14.5518 18.9412 13.8232
C -8.1897 9.8152 6.7042
C -8.5504 11.0091 7.6162
C -7.4792 11.8153 8.3519
C -6.6523 10.9545 9.3184
N -6.0106 10.2752 10.0137
H -9.1418 9.4635 6.3070
H -7.7999 9.2433 7.5463
H -7.4288 9.9710 5.9394
H -9.2188 10.6504 8.3990
H -9.1778 11.6714 7.0198
H -7.8273 12.6479 8.9632
H -6.7107 12.1936 7.6779
C -20.6715 15.9411 0.7325
C -21.1291 17.0025 1.7447
C -22.0659 18.0645 1.3186
C -21.6435 18.7961 0.1488
N -21.3530 19.3900 -0.7487
H -19.8791 15.2223 0.9409
H -20.4171 16.4240 -0.2110
H -21.4702 15.2297 0.5225
H -20.2435 17.5577 2.0537
H -21.4291 16.4913 2.6594
H -22.1010 18.7123 2.1946
H -23.0328 17.6107 1.1013
C -12.0026 19.2059 -1.6585
C -12.4537 18.8821 -0.1945
C -13.9763 18.9500 0.1040
C -14.2604 19.4621 1.4635
N -14.2964 19.8570 2.5707
H -10.9175 19.1056 -1.6817
H -12.4428 20.0572 -2.1778
H -12.2388 18.2900 -2.2002
H -12.1026 19.7073 0.4250
H -12.0045 17.9900 0.2419
H -14.4953 18.0070 -0.0678
H -14.4532 19.4938 -0.7114
C -17.1329 15.8550 6.9325
C -16.1166 15.5102 8.1174
C -15.9187 14.0096 8.3972
C -15.1513 13.2185 7.4279
N -14.5683 12.5843 6.7189
H -18.1935 16.0285 7.1150
H -16.9604 15.2232 6.0613
H -16.8548 16.8133 6.4939
H -16.4578 16.0098 9.0241
H -15.1670 16.0290 7.9859
H -16.9008 13.5912 8.6170
H -15.3842 14.0010 9.3471
C -16.1928 9.9565 12.1814
C -17.6449 9.7534 12.5555
C -18.2266 8.5350 11.8295
C -18.5847 8.8318 10.3842
N -18.8194 9.0456 9.2774
H -15.9656 10.0702 11.1214
H -15.4605 9.2622 12.5933
H -15.8927 10.8935 12.6505
H -18.0803 10.7526 12.5389
H -17.6647 9.5591 13.6278
H -19.2331 8.3944 12.2235
H -17.5612 7.6718 11.8469
```

Computed properties:
Kohn-Sham gap   10.378 eV
Structure (SMILES)   O=C1OCCO1.O=C1OCCO1.O=C1OCCO1.O=C1OCCO1.O=C1OCCO1.CCCC#N.CCCC#N.CCCC#N.CCCC#N.CCCC#N
HOMO energy   -10.7 eV
Multiplicity   1

Atom charges from the Mulliken analysis, given in e for atoms 1 to 99:
1. C -0.2155
2. C -0.1547
3. O -0.3253
4. C 0.6720
5. O -0.6002
6. O -0.3236
7. H 0.2358
8. H 0.1971
9. H 0.2786
10. H 0.2283
11. C -0.2659
12. C -0.1892
13. O -0.3411
14. C 0.6787
15. O -0.5476
16. O -0.3201
17. H 0.2455
18. H 0.2417
19. H 0.3077
20. H 0.1902
21. C -0.3049
22. C -0.3505
23. O -0.3114
24. C 0.6959
25. O -0.6076
26. O -0.3095
27. H 0.2679
28. H 0.2750
29. H 0.2833
30. H 0.3539
31. C -0.2220
32. C -0.2976
33. O -0.3342
34. C 0.6895
35. O -0.5677
36. O -0.2991
37. H 0.2715
38. H 0.2585
39. H 0.2067
40. H 0.2936
41. C -0.3564
42. C -0.2307
43. O -0.3143
44. C 0.6928
45. O -0.5583
46. O -0.3477
47. H 0.2842
48. H 0.2957
49. H 0.2224
50. H 0.3130
51. C -1.0135
52. C -0.5320
53. C -0.2508
54. C 0.1705
55. N -0.4369
56. H 0.2955
57. H 0.3358
58. H 0.2888
59. H 0.2812
60. H 0.3537
61. H 0.2556
62. H 0.2554
63. C -1.1730
64. C -0.4638
65. C -0.2520
66. C 0.2261
67. N -0.3754
68. H 0.3411
69. H 0.3154
70. H 0.2997
71. H 0.2767
72. H 0.3231
73. H 0.2322
74. H 0.2500
75. C -1.1531
76. C -0.4893
77. C -0.4589
78. C 0.2776
79. N -0.4619
80. H 0.3365
81. H 0.3527
82. H 0.3147
83. H 0.3319
84. H 0.3384
85. H 0.3125
86. H 0.3041
87. C -1.1038
88. C -0.3601
89. C -0.3734
90. C 0.2110
91. N -0.3771
92. H 0.3067
93. H 0.3116
94. H 0.3451
95. H 0.2917
96. H 0.2368
97. H 0.2739
98. H 0.2421
99. C -1.1612

So what do the calculations give for largest force on an atom? Going down the list: 2.72 1.11 2.66 5.29 eV/Å.